[1]
A cluster of 2 separate species, C9H24N2Si in total at a distorted geometry, computed with ωB97M-V/def2-TZVPD.

Each line ends with the Löwdin charge.
Positions of all 36 atoms, in Å:
C 3.648 1.018 -0.068  -0.18
C -0.084 -2.599 1.894  -0.10
C -2.421 -3.477 1.681  -0.08
C -0.574 0.745 -2.546  -0.11
C -1.720 1.933 -0.692  -0.12
C 0.268 2.984 -1.804  -0.10
C 2.500 0.140 -0.567  -0.33
C -1.551 -2.200 1.643  -0.59
C -0.363 1.666 -1.343  -0.68
N 0.922 1.752 1.365  -0.06
N -1.757 -1.485 0.434  0.07
Si 0.782 0.812 -0.072  0.76
H 4.602 0.624 -0.413  0.07
H 3.546 2.036 -0.433  0.06
H 3.667 1.047 1.019  0.06
H 0.019 -3.102 2.854  0.07
H 0.258 -3.273 1.109  0.07
H 0.545 -1.708 1.880  0.03
H -2.090 -4.176 0.914  0.07
H -3.457 -3.216 1.483  0.07
H -2.353 -3.957 2.654  0.07
H -1.199 1.234 -3.292  0.09
H 0.371 0.480 -3.016  0.07
H -1.070 -0.169 -2.225  0.06
H -2.405 2.367 -1.419  0.08
H -1.630 2.630 0.138  0.07
H -2.141 1.000 -0.322  0.05
H 0.461 3.640 -0.958  0.07
H 1.209 2.807 -2.323  0.08
H -0.404 3.497 -2.492  0.08
H 2.635 -0.870 -0.179  0.06
H 2.558 0.062 -1.652  0.06
H -1.878 -1.541 2.461  0.12
H 1.506 1.431 2.123  0.03
H 0.093 2.194 1.732  0.03
H -1.400 -2.046 -0.343  0.02

Summary:
Multiplicity   1
LUMO energy (spin up / spin down)   0.52 / 0.11 eV
Net charge   0
HOMO (spin up / spin down)   -0.318 / -0.220 Eh
Relative energy (zero: lowest compared OMol25 entry of this formula, charge and spin)   39.0 kcal/mol



[2]
A cluster of 3 separate species, C9H24N3O2 in total at a distorted geometry, computed with ωB97M-V/def2-TZVPD.

Each line ends with the Löwdin charge.
Positions of all 38 atoms, in Å:
C 2.125 -2.637 0.292  -0.03
C 0.860 -1.600 2.215  -0.04
C 2.194 0.864 -2.265  -0.03
C 1.375 1.739 1.353  0.02
C -5.463 0.686 0.327  -0.05
C 1.770 -1.299 0.963  -0.32
C 2.243 0.496 -0.856  -0.21
C 1.252 -0.424 -0.167  -0.45
C -3.114 0.257 -0.380  -0.23
N 0.234 -0.985 -0.864  0.15
N -0.966 2.703 -0.480  0.06
N 1.192 1.040 0.032  -0.02
O -3.370 -0.814 -1.068  0.06
O -4.044 0.899 0.261  -0.11
H 1.190 -2.838 -0.099  0.04
H 2.906 -2.490 -0.366  0.07
H 2.280 -3.477 0.961  0.10
H 1.632 -1.818 3.047  0.12
H 0.229 -2.458 2.303  0.07
H 0.347 -0.756 2.632  0.05
H 1.523 0.034 -2.780  0.13
H 1.819 1.852 -2.300  0.07
H 3.200 0.774 -2.755  0.11
H 2.049 2.589 1.192  0.11
H 0.438 2.071 1.703  0.07
H 1.785 1.037 2.057  0.08
H -6.009 1.302 -0.443  0.12
H -5.759 1.145 1.367  0.14
H -5.790 -0.313 0.296  0.06
H 2.695 -0.876 1.311  0.12
H 3.295 0.488 -0.440  0.18
H -0.181 -0.505 -1.590  0.07
H -0.372 -1.583 -0.273  0.13
H -1.254 3.472 0.213  0.11
H -1.635 1.990 -0.367  -0.05
H -0.971 3.210 -1.352  0.06
H 0.387 1.762 -0.277  0.12
H -4.327 -1.134 -1.044  0.14

Summary:
Multiplicity   1
LUMO energy   -2.07 eV
Net charge   +1
HOMO   -0.447 Eh
Relative energy (zero: lowest compared OMol25 entry of this formula, charge and spin)   34.3 kcal/mol



[3]
A cluster of 4 separate species, C9H24NO3 in total, computed with ωB97M-V/def2-TZVPD.

Each line ends with the Löwdin charge.
Positions of all 37 atoms, in Å:
C 2.153 -0.738 0.408  -0.09
C 1.675 0.316 -0.595  -0.18
C 0.153 0.338 -0.884  -0.25
C -0.605 1.375 -0.017  -0.07
C -1.368 0.550 0.927  0.03
N -1.367 -0.690 0.619  0.13
C -0.580 -0.989 -0.593  -0.06
H 1.489 -0.835 1.267  0.08
H 3.125 -0.440 0.790  0.06
H 2.287 -1.706 -0.066  0.08
H 1.960 1.299 -0.220  0.11
H 2.204 0.187 -1.536  0.12
H 0.009 0.547 -1.938  0.13
H 0.015 2.108 0.491  0.14
H -1.330 1.900 -0.652  0.12
H -1.882 0.911 1.810  0.15
H -1.858 -1.388 1.162  0.18
H -1.255 -1.296 -1.390  0.14
H 0.063 -1.843 -0.395  0.12
C 5.648 -1.717 0.718  -0.16
O 4.990 -2.486 -0.287  -0.13
H 4.989 -1.677 1.582  0.07
H 6.589 -2.178 1.023  0.08
H 5.843 -0.698 0.372  0.08
H 5.578 -2.534 -1.045  0.08
C -4.275 -0.111 3.568  -0.16
O -4.902 -0.912 2.570  -0.11
H -4.894 -0.171 4.458  0.09
H -3.276 -0.480 3.824  0.07
H -4.218 0.937 3.256  0.07
H -4.417 -0.839 1.748  0.05
C -2.348 1.964 -3.587  -0.13
O -1.440 2.670 -2.736  -0.14
H -2.877 1.241 -2.968  0.07
H -3.079 2.637 -4.034  0.08
H -1.818 1.429 -4.378  0.08
H -0.979 3.319 -3.274  0.09

Summary:
Multiplicity   1
LUMO energy   -4.07 eV
Net charge   +1
HOMO   -0.466 Eh



[4]
A structure of composition C9H24O17P2S3Zr at a distorted geometry, computed with ωB97M-V/def2-TZVPD.

Each line ends with the Löwdin charge.
Positions of all 56 atoms, in Å:
Zr -1.277 0.394 1.531  1.73
P -3.112 -1.361 1.298  0.09
O -1.960 -1.332 2.467  -0.52
O -1.972 -1.114 0.237  -0.51
O -3.462 0.102 1.700  -0.44
O -3.892 -2.611 1.521  -0.37
P -0.343 2.296 2.925  0.04
O -0.368 0.808 3.424  -0.45
O -1.814 2.317 2.359  -0.49
O 0.250 1.880 1.495  -0.51
O 0.208 3.428 3.692  -0.36
O -0.133 0.403 -0.677  -0.32
S 0.032 -0.030 -2.000  0.60
O 0.808 0.723 -2.933  -0.28
O 0.621 -1.524 -1.962  -0.25
C 1.296 -2.032 -3.117  -0.27
C 2.421 -2.935 -2.665  -0.06
C -1.559 -0.375 -2.681  -0.10
H 1.650 -1.246 -3.782  0.11
H 0.545 -2.589 -3.690  0.12
H 3.284 -2.333 -2.377  0.08
H 2.717 -3.571 -3.503  0.07
H 2.166 -3.578 -1.824  0.07
H -2.163 0.526 -2.725  0.07
H -2.037 -1.145 -2.079  0.06
H -1.321 -0.757 -3.677  0.06
O -4.064 2.760 -1.584  -0.28
S -2.989 2.861 -0.657  0.58
O -2.321 1.699 -0.191  -0.35
O -1.887 3.790 -1.312  -0.26
C -0.655 3.945 -0.534  -0.24
C -0.212 5.385 -0.673  -0.07
C -3.527 3.831 0.709  -0.12
H 0.053 3.241 -0.964  0.11
H -0.761 3.670 0.513  0.08
H 0.501 5.661 0.102  0.08
H -1.087 6.031 -0.552  0.07
H 0.184 5.604 -1.667  0.07
H -2.710 3.850 1.432  0.04
H -4.379 3.331 1.165  0.08
H -3.831 4.811 0.345  0.07
O 1.189 -2.652 3.182  -0.24
S 1.140 -2.209 1.829  0.60
O 0.603 -0.954 1.503  -0.33
O 2.644 -2.208 1.278  -0.24
C 3.545 -3.155 1.888  -0.27
C 4.826 -3.108 1.092  -0.08
C 0.315 -3.407 0.838  -0.10
H 3.096 -4.143 1.746  0.11
H 3.649 -2.922 2.944  0.12
H 4.736 -3.585 0.118  0.07
H 5.638 -3.573 1.659  0.07
H 5.199 -2.090 0.956  0.08
H 0.356 -3.013 -0.176  0.04
H -0.714 -3.457 1.194  0.08
H 0.879 -4.340 0.862  0.06

Summary:
Multiplicity   1
LUMO energy   3.76 eV
Net charge   -2
HOMO   -0.043 Eh
Relative energy (zero: lowest compared OMol25 entry of this formula, charge and spin)   12.6 kcal/mol



[5]
A cluster of 5 separate species, C9H24O9 in total at a distorted geometry, computed with ωB97M-V/def2-TZVPD.

Each line ends with the Löwdin charge.
Positions of all 42 atoms, in Å:
C 11.096 16.767 6.346  -0.03
O 10.850 18.106 6.781  0.03
C 10.170 18.902 6.017  -0.66
O 9.657 18.589 4.986  0.12
O 10.143 20.136 6.497  0.02
C 9.379 21.068 5.766  -0.05
H 11.856 16.424 7.037  0.09
H 11.485 16.656 5.345  0.10
H 10.200 16.082 6.406  0.10
H 8.400 20.701 5.568  0.08
H 9.868 21.256 4.787  0.11
H 9.354 22.029 6.252  0.09
C 14.091 8.436 7.252  -0.04
O 15.457 8.425 6.864  -0.02
C 15.839 7.531 5.898  -0.61
O 15.255 6.572 5.546  0.16
O 17.036 7.921 5.499  0.01
C 17.708 7.154 4.555  -0.06
H 13.496 8.935 6.457  0.11
H 14.152 9.006 8.128  0.07
H 13.719 7.425 7.431  0.10
H 18.293 6.383 5.111  0.11
H 18.382 7.815 4.076  0.08
H 17.059 6.563 3.880  0.11
C 11.444 12.702 7.235  -0.19
O 10.745 13.637 6.472  -0.14
H 12.350 12.500 6.690  0.06
H 11.647 13.031 8.238  0.07
H 11.032 11.634 7.250  0.10
H 9.785 13.443 6.427  0.03
C 5.756 16.378 4.524  -0.14
O 7.011 15.994 5.075  -0.15
H 5.017 15.831 5.203  0.10
H 5.597 17.480 4.551  0.09
H 5.720 15.974 3.504  0.08
H 7.690 16.570 4.726  0.06
C 7.220 13.032 7.562  -0.14
O 8.067 13.409 6.505  -0.16
H 6.158 13.109 7.283  0.09
H 7.587 12.044 7.757  0.07
H 7.371 13.635 8.496  0.09
H 7.705 14.258 6.112  0.09

Summary:
Multiplicity   1
LUMO energy   0.67 eV
Net charge   0
HOMO   -0.361 Eh
Relative energy (zero: lowest compared OMol25 entry of this formula, charge and spin)   0.0 kcal/mol



[6]
A structure of composition C9H25ClIN2O2P2Ru at a distorted geometry, computed with ωB97M-V/def2-TZVPD.

Each line ends with the Löwdin charge.
Positions of all 43 atoms, in Å:
C 5.029 0.575 -0.298  -0.07
C 3.554 0.416 -0.127  -0.72
H 5.266 0.474 -1.367  0.11
H 5.549 -0.201 0.279  0.10
H 5.332 1.567 0.064  0.10
O 2.751 0.207 -1.024  -0.06
I 3.039 0.619 2.029  1.12
Ru 0.747 0.246 1.265  0.51
P 0.241 1.654 -0.317  0.64
C -0.889 1.417 -1.722  -0.21
C -0.813 2.318 0.999  -0.26
H -0.415 3.290 1.307  0.08
H 0.792 3.848 -1.160  0.08
H -0.808 1.619 1.870  -0.05
H 2.071 3.204 -0.078  0.05
H -1.758 0.827 -1.397  0.03
H -1.835 2.375 0.613  0.06
C 1.363 2.952 -0.877  -0.23
H -1.230 2.400 -2.081  0.08
H 1.919 2.572 -1.744  0.06
H -0.359 0.898 -2.532  0.06
P 0.628 -1.578 0.079  0.64
C -0.489 -1.940 -1.308  -0.21
C 2.038 -2.670 -0.193  -0.23
H -0.473 -1.274 2.215  -0.05
H 0.335 -2.885 2.069  0.08
H -1.240 -2.546 1.211  0.06
C -0.277 -2.145 1.543  -0.26
H 2.768 -2.549 0.616  0.05
H 1.702 -3.716 -0.233  0.08
H -0.599 -3.030 -1.407  0.08
H -0.065 -1.532 -2.235  0.06
H 2.508 -2.391 -1.146  0.06
H -1.474 -1.493 -1.112  0.03
Cl 0.379 0.473 3.602  -0.02
N -4.768 0.592 0.019  0.17
C -3.901 -0.430 0.320  -0.62
N -4.452 -1.688 0.332  0.17
O -2.688 -0.241 0.469  -0.05
H -5.764 0.461 0.119  0.11
H -4.404 1.518 0.185  0.11
H -3.859 -2.410 0.714  0.11
H -5.449 -1.802 0.438  0.12

Summary:
Multiplicity   6
LUMO energy (spin up / spin down)   -6.73 / -9.77 eV
Net charge   +2
HOMO (spin up / spin down)   -0.494 / -0.578 Eh